Molecular formula: C4H7NO2
Method: DFT, ωB97M-V/def2-TZVPD

```
14
Properties=species:S:1:pos:R:3:forces:R:3
O -2.2009 0.1423 0.5329 0.5 -0.1 0.1
O -1.2845 -1.8638 -0.8323 0.4 0.4 -0.7
N 1.2507 0.4812 0.4909 0.0 0.2 -0.2
C -0.9943 0.0728 0.4584 -0.2 0.1 0.1
C 0.9715 -0.1636 -0.8003 -0.3 -0.4 -0.2
C -0.2832 -1.0750 -0.2431 0.4 0.3 0.2
C -0.0041 1.1533 0.7954 -0.1 0.1 0.2
H 2.0302 1.1190 0.3830 -0.1 0.0 0.2
H 1.8836 -0.7005 -1.0958 -0.6 -0.3 -0.1
H -0.1398 1.4710 1.8294 0.2 0.0 0.0
H 0.7575 0.6126 -1.5592 -0.4 -0.5 0.0
H -0.1943 2.0101 0.1256 -0.1 -0.1 0.2
H 0.3381 -1.7309 0.3658 -0.3 0.1 0.7
H -2.1305 -1.5284 -0.4506 0.6 0.0 -0.4
```
Positions in Å, forces in eV/Å.

**Highest occupied orbital energy**: -9.862 eV
**Energy relative to the best compared isomer or geometry (same formula, charge and spin)**: 45.2 kcal per mole
**LUMO level**: 0.89 eV
**Kohn-Sham gap**: 10.76 eV
**Net charge**: 0
**SMILES string**: O=C1CNC[C@@H]1O